Entry 1:
DFT (wB97M-V/def2-TZVPD) results for 7 unconnected molecules or ions with the total composition C26H69N3O14.

Computed properties:
HOMO level: -8.270 eV
SMILES: COCCNCCOC.COCCNCCOC.COCCNCCOC.OCCO.OCCO.OCCO.OCCO
Relative energy (zero: lowest compared OMol25 entry of this formula, charge and spin): 16.8 kcal/mol
F_max: 1.6 eV Å⁻¹
E_tot: -61209.833 eV

CARTESIAN COORDINATES (ANGSTROEM)
C  -0.07261  -5.98045  -0.84905
O  0.16090  -4.94852  0.08504
C  -0.13815  -3.62751  -0.33629
C  -1.63703  -3.30455  -0.12667
N  -2.07028  -3.71207  1.20949
C  -1.79780  -2.76234  2.27857
C  -2.14134  -3.33690  3.64058
O  -1.85770  -2.36392  4.64109
C  -2.21298  -2.83636  5.91690
H  0.59696  -5.82761  -1.70286
H  -1.08675  -6.02188  -1.26101
H  0.12704  -6.91977  -0.34240
H  0.02948  -3.52816  -1.41813
H  0.54506  -2.98357  0.21385
H  -2.18987  -3.90939  -0.85053
H  -1.79821  -2.24406  -0.32598
H  -1.50634  -4.54126  1.38525
H  -2.37515  -1.86561  2.04877
H  -0.71939  -2.53402  2.28472
H  -1.46642  -4.17955  3.84056
H  -3.19175  -3.64056  3.69365
H  -3.29553  -2.79383  6.08047
H  -1.73500  -2.16616  6.63225
H  -1.88762  -3.85475  6.15333
C  5.38286  -6.47594  2.28199
O  4.75526  -5.30830  1.84790
C  4.09382  -5.51299  0.62303
C  3.34046  -4.28080  0.17763
N  4.26934  -3.24503  -0.23214
C  3.62257  -1.97527  -0.59363
C  4.34083  -1.31791  -1.77257
O  5.69583  -1.08112  -1.48013
C  6.36263  -0.52688  -2.59742
H  6.15347  -6.86323  1.60258
H  4.69254  -7.27748  2.56269
H  5.96780  -6.24226  3.17759
H  3.36295  -6.34017  0.65479
H  4.77770  -5.90237  -0.14301
H  2.71273  -3.91616  1.00928
H  2.60490  -4.53887  -0.58561
H  4.87231  -3.00112  0.54331
H  3.71563  -1.32080  0.27885
H  2.56949  -2.08409  -0.85670
H  3.82065  -0.38305  -2.01603
H  4.28870  -2.02456  -2.61171
H  7.39999  -0.32957  -2.34705
H  5.88395  0.42627  -2.86813
H  6.22125  -1.19677  -3.45409
C  -0.84412  4.32337  0.73753
O  -1.58136  5.26017  0.00016
C  -2.95160  5.26935  0.37771
C  -3.73262  6.17485  -0.56989
N  -3.21687  7.53674  -0.50124
C  -3.92555  8.38900  -1.43581
C  -3.20366  9.69313  -1.67671
O  -3.13473  10.47336  -0.51113
C  -2.40057  11.64226  -0.64758
H  -0.81782  4.58743  1.79458
H  0.15491  4.26619  0.30301
H  -1.19874  3.29412  0.59944
H  -3.02117  5.66205  1.39946
H  -3.33558  4.24499  0.32592
H  -4.77697  6.05627  -0.28337
H  -3.55432  5.70157  -1.54965
H  -2.22491  7.43573  -0.68631
H  -4.95456  8.59522  -1.13104
H  -4.01843  7.91925  -2.42921
H  -3.72968  10.26889  -2.45001
H  -2.21847  9.45536  -2.10208
H  -2.61996  12.20391  -1.56353
H  -1.31328  11.51316  -0.57056
H  -2.61977  12.33779  0.16695
C  -4.25107  -0.00313  2.19536
C  -3.27927  0.57329  1.19356
O  -3.43891  -0.02202  -0.06215
O  -4.35025  0.81550  3.35808
H  -4.03666  -1.03200  2.48996
H  -5.22893  -0.01358  1.70580
H  -2.24436  0.52481  1.57377
H  -3.40408  1.66489  1.14319
H  -2.59737  -0.07956  -0.55514
H  -3.70845  0.48373  3.99249
C  2.20701  -0.39527  2.85528
C  3.55331  -0.16044  3.51166
O  4.59392  -0.62133  2.64807
O  1.97065  0.50320  1.77362
H  1.36920  -0.36891  3.56546
H  2.15087  -1.44440  2.55539
H  3.64782  -0.63897  4.48866
H  3.80882  0.88820  3.72481
H  4.62844  0.00723  1.91806
H  1.63386  1.29114  2.21320
C  -0.92292  -1.89077  -5.63090
C  -1.05004  -2.55335  -4.27979
O  -1.79665  -1.73349  -3.36954
O  0.02423  -0.83236  -5.54929
H  -1.88560  -1.51065  -5.98717
H  -0.62459  -2.63613  -6.37751
H  -0.06121  -2.65361  -3.82981
H  -1.49940  -3.53498  -4.42777
H  -2.59246  -2.22269  -3.13841
H  0.00252  -0.34678  -6.37954
C  0.16310  0.73956  -1.15047
C  0.73798  1.11651  -2.50546
O  1.28737  -0.02622  -3.16297
O  -1.00408  -0.04259  -1.37496
H  -0.12716  1.67516  -0.66768
H  0.85669  0.19514  -0.50731
H  1.53858  1.86425  -2.45693
H  -0.00786  1.61963  -3.12802
H  0.82337  -0.19204  -3.99805
H  -0.83373  -0.70985  -2.05721

Here are the Mulliken charges for atoms 1 to 4, given in e: number 1, C, carries -0.82; number 2, O, carries -0.41; number 3, C, carries 0.32; number 4, C, carries 0.03



Entry 2:
DFT (wB97M-V/def2-TZVPD) results for a molecular structure, C6H11N4.

Computed properties:
HOMO level: -12.859 eV
Relative energy (zero: lowest compared OMol25 entry of this formula, charge and spin): 133.5 kcal/mol
Charge: +1
F_max: 7.4 eV Å⁻¹
E_tot: -12348.677 eV

CARTESIAN COORDINATES (ANGSTROEM)
C  3.18102  0.67543  0.29324
C  2.20466  -1.07825  -0.48244
C  -2.45911  0.83431  -0.18642
C  -2.43332  -0.59362  0.36346
C  -1.03464  0.98265  -0.78094
C  -0.94839  -0.89739  0.75251
N  1.95340  1.04468  0.49941
N  3.32749  -0.60557  -0.16232
N  1.03712  0.28210  0.17886
N  -0.24183  0.31185  0.17254
H  3.94495  1.30073  0.66825
H  1.74653  -1.97702  -0.79942
H  -3.25233  1.05543  -1.05168
H  -2.48922  1.64617  0.55121
H  -2.97540  -0.59986  1.25155
H  -2.85761  -1.28177  -0.31577
H  -0.86519  0.51801  -1.75460
H  -0.68614  1.96499  -0.89281
H  -0.65775  -0.87282  1.70481
H  -0.71623  -1.75937  0.25181
H  4.22196  -0.95069  -0.26127

Here are the Mulliken charges for atoms 1 to 4, given in e: number 1, C, carries -0.20; number 2, C, carries -0.16; number 3, C, carries -0.46; number 4, C, carries -0.54



Entry 3:
DFT (wB97M-V/def2-TZVPD) results for 2 unconnected molecules or ions with the total composition C4H12O2S.

Computed properties:
HOMO level: -9.267 eV
SMILES: OCCCCS.O
Relative energy (zero: lowest compared OMol25 entry of this formula, charge and spin): 60.4 kcal/mol
F_max: 7.0 eV Å⁻¹
E_tot: -19270.085 eV

CARTESIAN COORDINATES (ANGSTROEM)
C  -0.35952  1.58530  -0.32694
O  0.39264  2.82736  -0.72529
C  0.25568  0.88799  0.84033
C  0.16905  -0.60358  0.47573
C  -1.14171  -1.36595  0.44461
S  -2.16163  -1.12512  -1.15633
H  -1.34824  1.92755  -0.12914
H  -0.51812  0.89706  -1.25405
H  1.27657  2.62407  -0.99135
H  -0.25431  1.18059  1.69417
H  1.23081  1.18327  1.02975
H  0.85149  -1.24293  1.25139
H  0.78253  -0.61344  -0.60508
H  -0.88499  -2.39121  0.44692
H  -1.69318  -1.09548  1.38813
H  -3.22998  -0.40219  -0.96424
H  2.41881  -0.92984  0.13319
H  1.74585  -1.89396  -0.89240
O  2.46825  -1.44949  -0.65940

Here are the Mulliken charges for atoms 1 to 4, given in e: number 1, C, carries -0.39; number 2, O, carries -0.57; number 3, C, carries -0.42; number 4, C, carries -1.02



Entry 4:
DFT (wB97M-V/def2-TZVPD) results for 11 unconnected molecules or ions with the total composition C5H30NO11S.

Computed properties:
HOMO level: -3.868 eV
Relative energy (zero: lowest compared OMol25 entry of this formula, charge and spin): 34.4 kcal/mol
Charge: -1
F_max: 4.2 eV Å⁻¹
E_tot: -40518.863 eV

CARTESIAN COORDINATES (ANGSTROEM)
C  1.26565  0.30693  0.98201
C  2.05613  1.45709  0.29948
S  2.83756  2.54339  1.62080
C  0.12300  -0.19463  0.07376
N  -1.12787  0.19327  0.77271
C  -2.20578  -0.02737  -0.09891
C  -3.55573  0.33654  0.53515
O  -4.32436  1.00166  -0.14176
H  2.10402  -0.48478  1.27294
H  0.76164  0.76778  1.97159
H  1.23722  2.14093  -0.33967
H  2.92787  1.17293  -0.37942
H  0.04810  0.11094  -1.04682
H  0.29309  -1.40005  -0.09044
H  -1.01117  1.18702  0.97980
H  -2.33831  -1.06437  -0.43024
H  -2.20024  0.48146  -1.11500
H  -3.78323  0.01807  1.55321
H  -0.00104  2.60583  -1.72086
H  0.14772  3.00858  -3.17023
O  0.58497  2.43585  -2.58250
H  -1.01393  3.21851  -0.13270
H  0.09124  4.32849  -0.38208
O  -0.63970  3.85103  -0.68629
H  -0.39287  3.45240  2.78099
H  0.85807  2.57314  2.36222
O  -0.24206  2.62414  2.43717
H  -0.20576  -3.04573  -0.79814
H  -1.15223  -4.10904  -1.59862
O  -0.86557  -3.20880  -1.66074
H  2.34831  0.10599  -3.38754
H  0.99014  0.82847  -2.79043
O  1.68750  0.03077  -2.66588
H  0.98136  -1.50834  -2.82830
H  0.55437  -2.97843  -2.68466
O  1.13839  -2.41833  -3.15574
H  -1.72031  -2.71435  2.29776
H  -2.08305  -1.32981  2.33619
O  -2.40456  -2.18586  2.66001
H  0.41643  -3.11470  1.08516
H  1.60708  -2.95138  0.02583
O  0.78125  -3.45909  0.30188
H  2.82360  -1.24318  -1.14185
H  2.02199  -2.40252  -1.80147
O  2.60568  -2.26215  -1.02563
H  -1.02884  1.00245  3.43641
H  -0.15356  -0.13810  3.83944
O  -0.84219  0.45735  4.23141

Here are the Mulliken charges for atoms 1 to 4, given in e: number 1, C, carries -0.30; number 2, C, carries -0.31; number 3, S, carries -0.54; number 4, C, carries 2.42